Record 1
20
Properties=species:S:1:pos:R:3:forces:R:3 method="wB97M-V/def2-TZVPD" homo_lumo_gap_ev=7.251 lumo_ev=-0.2 relative_energy_kj_mol=497.4 e_homo_ev=-7.5 multiplicity=1 total_charge=0
C -1.34530 -0.54092 0.65023 0.6 1.1 0.0
C 0.03175 1.48547 0.20982 0.8 -0.3 -0.5
C -0.43340 -1.22713 -0.32630 -1.0 -0.1 2.2
C 0.99061 -0.91369 0.16225 0.5 -1.5 -1.2
C -0.01518 2.96777 0.15323 -3.2 -1.2 3.4
C -0.66473 -1.13523 -1.77593 -1.2 3.6 -0.8
C 1.17370 -1.07305 1.65591 -1.6 -1.4 0.8
S 1.50168 0.79969 -0.11051 -1.3 0.5 -0.4
I -3.22532 -0.00337 -0.04812 -0.5 0.1 -0.2
H -0.77473 -2.23622 0.15885 0.9 0.8 -1.0
H 1.67320 -1.49734 -0.52471 -0.3 0.3 1.2
H -1.14819 3.23383 0.31825 2.5 0.3 -0.2
H 0.42663 3.40777 -0.63404 0.8 1.2 -3.9
H 0.74021 3.40072 0.82565 -0.8 -0.1 1.1
H -0.26480 -0.13225 -2.22438 -0.8 -1.7 0.9
H -1.72749 -1.22464 -2.02186 -0.1 0.7 0.4
H -0.36104 -1.88235 -2.38239 2.2 -2.7 -1.6
H 0.97731 -2.17178 1.94139 0.8 1.5 -0.3
H 0.23269 -0.52763 2.14770 2.6 -0.7 -0.8
H 2.21242 -0.72966 1.82496 -0.8 -0.3 0.9



Record 2
21
Properties=species:S:1:pos:R:3:forces:R:3 method="wB97M-V/def2-TZVPD" homo_lumo_gap_ev="5.005 / 4.957" lumo_ev="-0.6 / -0.7" relative_energy_kj_mol=0.0 s_squared=6.07 e_homo_ev="-5.6 / -5.6" multiplicity=5 total_charge=0
C -0.62628 0.69512 -1.67182 0.9 1.2 0.6
C -1.34158 1.93216 -1.55870 1.5 -0.7 0.9
C -0.43658 2.92396 -1.03868 0.9 -2.1 -1.1
C 0.87502 2.34730 -0.98904 -1.1 -0.5 0.6
C 0.77305 0.95060 -1.30377 -1.6 0.4 -0.1
Mn 1.05483 -1.75431 0.30722 -0.8 0.9 -0.1
P 0.11422 -3.92970 0.36042 0.3 -0.2 -0.5
H -1.02345 -0.27079 -1.96658 0.0 0.1 -0.2
H -2.38485 2.09157 -1.78846 0.0 -0.1 0.1
H -0.68490 3.92308 -0.77438 -0.1 0.7 -0.1
H 1.59119 0.22582 -1.35565 0.1 0.2 -0.4
H 1.78910 2.86879 -0.71677 -0.2 -0.1 0.0
H 1.02042 -4.90404 -0.18896 -0.7 0.1 0.4
H -1.04472 -4.12989 -0.46758 0.6 -0.1 0.5
H -0.27707 -4.57397 1.57885 0.1 0.1 -0.7
C 0.00552 0.50436 4.25660 -0.1 0.3 0.6
C 0.27852 -0.20534 3.02971 0.2 -0.4 -1.0
N 0.50787 -0.75679 2.04497 0.1 0.4 0.9
H -0.93081 1.07220 4.15491 0.3 -0.2 0.0
H 0.83105 1.20156 4.47261 -0.3 -0.3 -0.1
H -0.09053 -0.21210 5.08670 0.0 0.3 -0.3



Record 3
19
Properties=species:S:1:pos:R:3:forces:R:3 method="wB97M-V/def2-TZVPD" homo_lumo_gap_ev=8.922 lumo_ev=1.1 relative_energy_kj_mol=555.1 e_homo_ev=-7.8 multiplicity=1 total_charge=0
C 0.19627 1.48371 -0.26187 -0.3 0.1 -1.9
C -1.17130 0.72944 0.01522 0.3 0.3 -0.2
C -1.08117 -0.32801 1.12380 1.7 -1.5 2.0
C -1.35200 -0.58040 -0.83543 -0.2 -0.3 -0.7
C 0.72211 -0.74037 -0.32114 3.2 -1.0 0.8
C 2.17114 -0.53580 0.05776 1.7 -1.1 -0.7
C 1.16588 0.53662 0.37669 -0.7 -0.2 -1.0
H 0.13187 2.48646 0.17059 0.2 0.1 -0.3
H 0.38614 1.48352 -1.40547 -0.5 0.6 1.8
H -1.96544 1.44443 0.15206 -0.5 0.1 -0.3
H -2.09138 -0.63228 1.35251 -0.2 -0.3 0.3
H -0.42859 -0.39729 2.08960 -1.6 1.0 -1.4
H -2.29599 -1.07377 -0.86959 -1.3 0.3 0.7
H -1.05128 -0.69902 -1.88158 0.5 0.6 0.2
H 0.82179 -0.78710 -1.41679 -0.7 0.6 0.5
H 2.63200 -0.96180 0.98511 -0.3 0.4 -1.1
H 2.81648 -0.58016 -0.92543 -1.0 0.4 2.4
H 0.88459 0.48398 1.42696 0.8 -0.1 -0.2
N -0.49112 -1.33218 0.16700 -1.1 0.0 -0.9



Number 1: largest force on an atom 4.83 eV/Å. Number 2: largest force on an atom 2.56 eV/Å. Number 3: largest force on an atom 3.43 eV/Å.